82
Properties=species:S:1:pos:R:3:forces:R:3:mulliken_charge:R:1 method="wB97M-V/def2-TZVPD" multiplicity=1 homo_energy_ha=-0.1177 charge=-1 max_force_ev_per_a=5.4 e_lumo_ha=0.064 gap_ev=4.94
O -4.0879 6.0091 5.3086 1.4 0.6 -3.3 -0.72
P -3.3805 6.1228 3.8739 -2.9 -0.4 4.5 0.34
P -1.6640 4.7623 3.8082 2.2 -1.5 0.6 0.24
F -2.0907 4.4075 2.1460 -0.1 -0.1 0.0 -0.41
H -2.9751 7.4936 3.6916 -0.3 -0.2 -0.6 0.02
H -4.3987 5.6913 2.9101 0.8 0.8 0.0 -0.07
H -0.7610 5.7984 3.3322 -0.2 0.1 -0.5 0.05
H -1.2267 5.1128 5.1600 -0.5 0.2 -0.1 0.07
H -2.5308 3.7384 4.3435 -0.2 0.7 -0.6 -0.24
H -0.5905 3.7598 3.7653 0.0 0.2 -0.2 -0.16
C -2.4047 0.9287 5.1910 -0.1 0.3 -0.8 0.02
O -3.1435 1.8942 5.0484 0.5 -1.4 0.1 -0.57
N -1.7799 0.2405 4.1723 -0.5 0.3 1.2 0.35
C -0.9179 -0.8957 4.4244 -0.1 0.4 -0.2 -0.86
C -1.9920 0.6671 2.8047 -0.2 0.3 -0.1 -0.60
H -2.1756 0.5216 6.1899 0.1 -0.1 0.0 0.24
H 0.0805 -0.6761 4.0350 0.0 -0.2 0.0 0.23
H -1.3268 -1.7712 3.9116 0.2 -0.1 0.1 0.29
H -0.8468 -1.1077 5.4947 -0.1 0.1 -0.1 0.31
H -1.6604 1.7045 2.7005 -0.1 -0.1 -0.2 0.10
H -3.0610 0.6147 2.5777 0.0 0.1 -0.1 0.34
H -1.4361 0.0310 2.1112 0.0 0.1 0.2 0.07
C 1.9721 0.4321 1.3081 -0.6 -0.4 -0.5 -0.06
O 0.9340 0.8560 1.7987 0.9 -0.6 -0.5 -0.50
N 2.0574 -0.4435 0.2461 0.4 0.9 1.2 0.28
C 3.3284 -0.8993 -0.2777 -0.3 0.0 0.0 -0.71
C 0.8362 -0.9239 -0.3665 -0.3 0.2 0.0 -0.73
H 2.9585 0.7338 1.6981 0.1 0.0 -0.1 0.26
H 3.4025 -0.6089 -1.3298 0.0 -0.5 0.2 0.05
H 3.3756 -1.9890 -0.1942 0.2 0.1 -0.2 0.28
H 4.1635 -0.4606 0.2751 -0.1 0.0 0.0 0.39
H 0.2657 -0.0683 -0.7404 -0.1 -0.3 0.1 0.38
H 0.2390 -1.4419 0.3898 -0.1 0.1 -0.2 0.19
H 1.0600 -1.6062 -1.1905 0.1 0.2 0.3 0.17
C 5.1533 0.5684 -2.4964 0.8 0.4 -0.1 0.02
O 5.2380 -0.5086 -3.0717 0.3 0.6 0.3 -0.66
N 6.1974 1.4406 -2.2709 -1.2 -0.8 -0.2 0.11
C 6.0146 2.7002 -1.5799 0.1 -0.1 -0.1 -0.96
C 7.5209 1.0864 -2.7400 -0.1 -0.3 -0.1 -0.96
H 4.1921 0.9349 -2.0991 0.2 0.2 -0.1 0.51
H 6.3099 3.5159 -2.2464 -0.1 0.1 0.2 0.35
H 6.6468 2.7095 -0.6872 -0.1 0.2 0.0 0.34
H 4.9718 2.8399 -1.2824 0.2 -0.1 -0.1 0.33
H 7.4880 0.9469 -3.8248 0.2 0.0 0.1 0.29
H 7.8233 0.1443 -2.2729 0.1 0.1 -0.2 0.29
H 8.2414 1.8695 -2.4907 -0.2 -0.1 0.0 0.38
C 3.3256 -3.3669 -2.8748 -0.2 -0.3 -0.4 0.17
O 2.2874 -2.9429 -2.3842 0.5 -0.7 -0.7 -0.66
N 3.4108 -4.2424 -3.9368 0.1 0.8 1.1 0.16
C 4.6818 -4.6982 -4.4605 -0.2 0.0 0.0 -0.97
C 2.1896 -4.7228 -4.5494 -0.2 0.2 0.2 -0.91
H 4.3119 -3.0652 -2.4848 0.0 0.0 -0.1 0.20
H 4.7559 -4.4079 -5.5127 0.2 -0.1 0.0 0.35
H 4.7290 -5.7879 -4.3770 0.2 0.0 -0.1 0.36
H 5.5170 -4.2596 -3.9078 -0.2 0.0 -0.1 0.29
H 1.6192 -3.8673 -4.9233 -0.1 -0.2 0.0 0.29
H 1.5924 -5.2408 -3.7931 -0.1 0.0 -0.2 0.26
H 2.4135 -5.4051 -5.3734 0.1 0.1 0.2 0.38
C -2.8468 -1.9670 -0.7113 0.3 -0.2 -0.3 0.20
O -2.0699 -1.0628 -0.9886 -0.5 -1.0 0.0 -0.59
N -2.7395 -3.2743 -1.1372 -0.3 1.1 0.5 0.18
C -3.7035 -4.2886 -0.7639 0.2 0.1 -0.1 -0.95
C -1.6266 -3.6463 -1.9860 0.1 0.3 0.1 -0.85
H -3.7281 -1.7931 -0.0719 0.0 -0.1 -0.1 0.22
H -3.1862 -5.0872 -0.2241 -0.2 -0.1 0.0 0.34
H -4.1590 -4.6954 -1.6715 -0.1 -0.1 0.2 0.34
H -4.4870 -3.8728 -0.1247 0.2 0.0 -0.1 0.29
H -0.6914 -3.4348 -1.4588 0.0 -0.1 -0.3 0.17
H -1.6596 -3.0449 -2.8994 0.2 -0.1 0.0 0.28
H -1.6738 -4.7079 -2.2415 -0.1 0.2 0.1 0.40
C -6.5201 1.2149 -0.1327 1.2 0.7 0.1 0.05
O -6.4354 0.1379 -0.7081 0.1 0.3 0.2 -0.59
N -5.4760 2.0871 0.0927 -1.6 -1.0 -0.3 0.20
C -5.6588 3.3467 0.7837 0.2 0.0 0.1 -0.83
C -4.1525 1.7329 -0.3764 0.0 -0.3 -0.1 -0.61
H -7.4813 1.5814 0.2645 0.1 0.1 0.0 0.26
H -5.3635 4.1624 0.1172 0.0 0.1 0.2 0.30
H -5.0266 3.3560 1.6764 -0.1 0.2 -0.1 0.28
H -6.7016 3.4864 1.0813 0.1 -0.1 -0.1 0.30
H -4.1854 1.5934 -1.4611 0.2 -0.1 0.1 0.31
H -3.8501 0.7909 0.0907 0.2 0.1 -0.2 -0.07
H -3.4320 2.5160 -0.1271 -0.2 -0.1 0.1 0.36